## i
# H16O8

8 unconnected molecules or ions with the total composition H16O8 (the ωB97M-V functional and the def2-TZVPD basis, the Open Molecules 2025 dataset).

```
24
Properties=species:S:1:pos:R:3
H -2.53236 -2.98058 -4.02842
H -2.03920 1.91858 1.53654
H 0.78793 -1.27106 2.78621
H 0.30584 0.79566 -0.23658
H -1.02039 0.11533 -3.74276
O 0.80847 -1.89758 1.96027
H -0.00915 -2.37328 1.97398
H 4.42918 -1.10658 -1.81463
H -0.75947 0.19446 0.62364
H -2.63364 0.15623 2.92110
O -3.57272 0.13479 3.02041
H 3.44984 3.72131 -0.08299
O 3.68386 2.86699 0.23034
O -0.22280 -0.17160 -3.29207
H -0.12251 0.50728 -2.57351
H -2.25246 2.67300 2.81285
H 3.21537 2.19007 -0.29721
H -3.89505 -0.79648 2.97565
O -1.58215 2.57861 2.13168
O 0.12800 0.53099 0.67856
O -2.25977 -2.32266 -3.36207
H 3.78406 -1.05587 -0.47129
O 4.21552 -1.72132 -1.13310
H -1.90638 -2.68630 -2.61661
```

## Properties
Charge: 0
HOMO energy in eV: -11.12
E_LUMO in eV: -0.217
SMILES: O.O.O.O.O.O.O.O

natural (NBO) atomic charge list, values in e, 6 entries: atom 1 (H): 0.48, atom 2 (H): 0.46, atom 3 (H): 0.48, atom 4 (H): 0.46, atom 5 (H): 0.48, atom 6 (O): -0.93

## ii
# H16O8

8 unconnected molecules or ions with the total composition H16O8 (the ωB97M-V functional and the def2-TZVPD basis, the Open Molecules 2025 dataset).

```
24
Properties=species:S:1:pos:R:3
H -0.97934 0.15122 0.37222
O 0.01907 -1.95996 -2.55384
O -2.51008 2.79872 2.93737
H -2.68375 2.09306 -0.41485
O -0.33129 -0.47827 3.31485
H -3.51287 1.00080 0.25905
H 1.54796 0.06087 -3.75606
H 0.72431 -2.12196 0.62764
H 3.84176 -0.55307 -0.34724
H -0.29114 -0.35322 2.35801
H 2.05062 1.34649 -3.11379
H -3.41294 2.97225 2.65915
O 3.21447 0.16133 -0.48596
H 2.05440 -2.18753 1.35079
O -2.61501 1.33643 0.17484
H 0.30304 -0.03720 -0.44148
H -2.27970 1.96867 2.50975
H 2.97024 0.10927 -1.41809
H -0.55603 -1.76629 -3.29920
O 1.43658 -2.73372 0.85734
H 0.66874 -1.25147 -2.53319
O -0.16873 -0.37278 0.32696
H -1.25700 -0.63397 3.51784
O 1.76671 0.45033 -2.90210
```

## Properties
Charge: 0
HOMO energy in eV: -10.25
E_LUMO in eV: -0.229
SMILES: O.O.O.O.O.O.O.O

natural (NBO) atomic charge list, values in e, 6 entries: atom 1 (H): 0.50, atom 2 (O): -0.93, atom 3 (O): -0.93, atom 4 (H): 0.49, atom 5 (O): -0.95, atom 6 (H): 0.48

Energy relative to the most stable one, in eV: i 1.530; ii 0.000

## i
# H16O8

8 unconnected molecules or ions with the total composition H16O8 (the ωB97M-V functional and the def2-TZVPD basis, the Open Molecules 2025 dataset).

```
24
Properties=species:S:1:pos:R:3
H 0.64541 -3.07735 -0.05160
H -2.75225 2.43362 0.48259
O 2.61132 -1.19703 0.89577
O -1.44672 -0.80500 1.67374
O 1.99383 1.85383 0.31600
H -0.93035 -0.29933 1.02918
H -1.24954 2.15402 0.04922
O -0.42509 0.84938 -0.21718
H 0.51650 -3.67935 1.18777
H 1.10921 1.71038 0.26372
H -1.70234 -0.04459 -1.18817
H 1.44562 0.81662 -2.27968
H 1.81706 -1.72104 0.73300
H 0.05995 0.05680 0.00103
H -1.02380 -1.48226 1.39736
H 3.18222 -1.19661 0.09506
H 0.38489 0.44648 -1.70589
H -1.64316 2.60825 1.71324
O 0.42035 -2.81232 0.79954
O -1.85609 2.75260 0.66319
H -2.05244 -0.19483 -2.46489
O -2.24309 -0.48476 -1.64977
O 0.79257 0.32354 -2.42618
H 2.34594 0.98893 0.68293
```

## Properties
Charge: 0
HOMO energy in eV: -10.00
E_LUMO in eV: -0.831

natural (NBO) atomic charge list, values in e, 6 entries: atom 1 (H): 0.48, atom 2 (H): 0.55, atom 3 (O): -0.98, atom 4 (O): -0.94, atom 5 (O): -0.98, atom 6 (H): 0.46

## ii
# H16O8

8 unconnected molecules or ions with the total composition H16O8 (the ωB97M-V functional and the def2-TZVPD basis, the Open Molecules 2025 dataset).

```
24
Properties=species:S:1:pos:R:3
H -3.27636 2.92212 -1.53940
H 1.33656 4.10219 4.60174
H 1.96814 -1.72168 -4.06760
O 0.93151 -5.97182 0.91410
O -2.12802 -5.78514 -3.61636
H -1.67913 -6.51281 -4.04672
H 0.59920 7.51462 0.20844
O 3.17280 0.92814 0.66503
H 3.79229 0.25494 0.94658
H 2.31421 0.57971 0.90518
H 1.85161 -6.23505 0.89514
O -1.24019 -0.43026 1.96224
H -0.14939 6.30416 0.72448
H -1.12782 -1.05068 1.24204
H 0.83583 -1.02159 -4.78848
O 1.21524 3.56355 5.38364
H 0.85768 2.73910 5.05400
H 0.44715 -6.79585 0.96523
O 0.55221 6.91412 0.95236
H -1.43193 -5.16044 -3.41279
O 1.01506 -1.71753 -4.15620
H -1.75350 0.28442 1.58545
H -4.51795 3.24483 -0.73552
O -3.58521 3.05096 -0.64260
```

## Properties
Charge: 0
HOMO energy in eV: -11.25
E_LUMO in eV: 0.316
SMILES: O.O.O.O.O.O.O.O

natural (NBO) atomic charge list, values in e, 6 entries: atom 1 (H): 0.47, atom 2 (H): 0.47, atom 3 (H): 0.47, atom 4 (O): -0.93, atom 5 (O): -0.94, atom 6 (H): 0.47

## iii
# H16O8

8 unconnected molecules or ions with the total composition H16O8 (the ωB97M-V functional and the def2-TZVPD basis, the Open Molecules 2025 dataset).

```
24
Properties=species:S:1:pos:R:3
H 2.89358 -1.25188 -1.74167
H 0.48858 4.18412 0.55433
O -0.51742 -1.20587 -2.42667
O -0.03442 0.37612 2.84933
H -2.46742 0.63713 1.05933
H -2.75442 -0.86788 0.24233
H -0.82042 -0.47288 -0.14267
H -0.00342 -1.34587 -3.09267
H -1.26042 -2.72788 0.89333
H 0.56358 -0.81488 -1.04867
O 2.45658 -0.33288 -1.75367
H 2.87458 0.46612 -1.31567
H 1.26158 2.94712 0.34033
O -2.25242 -2.70688 0.80833
O 1.80058 1.37813 1.08933
H 0.66058 0.34112 0.19633
H -1.41242 -0.90987 -2.65267
H 0.59058 0.64912 2.17633
H -0.96142 0.64613 2.64733
O 0.20858 -0.37288 -0.12267
H 2.69858 1.11913 0.66933
H -2.77542 -3.48588 0.49633
O -2.32542 -0.00388 0.28733
O 1.08758 3.75512 -0.01267
```

## Properties
Charge: 0
HOMO energy in eV: -8.21
E_LUMO in eV: -0.310

natural (NBO) atomic charge list, values in e, 6 entries: atom 1 (H): 0.50, atom 2 (H): 0.45, atom 3 (O): -0.94, atom 4 (O): -0.98, atom 5 (H): 0.52, atom 6 (H): 0.53

## iv
# H16O8

8 unconnected molecules or ions with the total composition H16O8 (the ωB97M-V functional and the def2-TZVPD basis, the Open Molecules 2025 dataset).

```
24
Properties=species:S:1:pos:R:3
H 0.17515 -0.37702 0.77478
O -0.98165 -2.22975 -1.07913
O 3.61401 -1.72589 1.26473
H 3.54397 -1.80470 2.25571
H -0.67333 0.48404 -0.92647
H -0.69724 -2.60805 -1.94973
H 2.04757 1.99677 0.23940
H 2.75674 -1.43583 0.90394
H -1.71332 2.72701 -0.93347
H -3.14411 -2.23290 1.66661
H -2.19285 -1.13099 1.07110
O 1.54292 -0.86319 -0.27739
H 1.13496 3.21484 0.31285
H 2.04355 -0.37300 -0.93270
H -0.36084 1.00373 0.78867
H -0.58458 0.28576 -2.42113
O -1.90733 3.59909 -0.62780
H -1.45011 3.85130 0.15285
O -0.91900 0.90887 -1.72249
H -0.73741 -2.88331 -0.42210
H 1.08064 -1.60277 -0.70595
O -3.08876 -1.26134 1.40621
O -0.62142 0.15412 1.07981
O 1.13245 2.30322 0.08170
```

## Properties
Charge: 0
HOMO energy in eV: -10.61
E_LUMO in eV: -0.403
SMILES: O.O.O.O.O.O.O.O

natural (NBO) atomic charge list, values in e, 6 entries: atom 1 (H): 0.48, atom 2 (O): -0.94, atom 3 (O): -0.98, atom 4 (H): 0.47, atom 5 (H): 0.48, atom 6 (H): 0.48

Energy relative to the most stable one, in eV: i 4.981; ii 0.283; iii 3.115; iv 0.000